C30H54Br22OP as an isolated structure at a distorted geometry. Source: the Open Molecules 2025 dataset; level of theory: ωB97M-V/def2-TZVPD.

The geometry in ORCA input format:
```
! RIJCOSX wB97M-V def2-TZVPD def2/J DEFGRID3
* xyz 1 1
O 1.05 6.86 6.71
C 0.66 6.58 5.47
C -0.93 6.56 4.97
P -1.57 8.33 4.47
C 1.76 6.17 4.28
C 3.11 7.05 3.96
C 4.07 6.49 2.72
C 3.70 5.15 1.81
C 2.32 4.26 2.13
C 1.40 4.81 3.38
H -1.10 5.90 4.00
H -1.60 6.07 5.81
H -1.98 8.30 3.07
H -2.74 8.57 5.27
H -0.55 9.34 4.59
H 3.40 8.04 4.57
H 5.05 7.09 2.50
H 4.38 4.75 0.92
H 1.99 3.32 1.52
H 0.38 4.25 3.64
Br 0.35 6.12 -3.20
C 0.39 4.45 -2.20
C -0.14 4.63 -0.80
Br 1.18 5.50 0.34
H 1.42 4.08 -2.24
H -0.25 3.76 -2.77
H -0.32 3.66 -0.33
H -1.05 5.23 -0.75
Br -1.02 1.28 0.84
C -0.26 -0.30 -0.02
C 0.98 0.06 -0.82
Br 0.50 0.92 -2.51
H -1.05 -0.75 -0.63
H 0.00 -0.98 0.80
H 1.52 -0.85 -1.11
H 1.65 0.73 -0.30
Br -0.45 -2.84 -4.29
C -0.83 -1.41 -5.57
C -0.21 -1.71 -6.91
Br 1.71 -1.38 -6.90
H -0.47 -0.48 -5.12
H -1.92 -1.38 -5.64
H -0.61 -1.04 -7.68
H -0.35 -2.75 -7.24
Br 3.26 0.41 2.23
C 5.04 0.97 2.81
C 5.26 0.69 4.27
Br 4.33 1.99 5.39
H 5.13 2.03 2.55
H 5.73 0.39 2.19
H 6.31 0.79 4.53
H 4.91 -0.30 4.58
Br -2.48 1.80 -5.32
C -4.41 1.74 -5.61
C -5.12 1.12 -4.44
Br -4.92 -0.82 -4.45
H -4.57 1.21 -6.56
H -4.71 2.79 -5.73
H -6.20 1.29 -4.51
H -4.76 1.47 -3.47
Br 0.44 -5.74 -1.80
C 0.50 -5.17 0.07
C 0.72 -3.68 0.18
Br 2.58 -3.21 -0.15
H 1.27 -5.76 0.56
H -0.48 -5.45 0.48
H 0.52 -3.34 1.20
H 0.11 -3.10 -0.51
Br -3.06 -5.46 0.24
C -3.01 -7.13 1.23
C -3.54 -6.95 2.64
Br -2.22 -6.08 3.78
H -1.98 -7.50 1.20
H -3.65 -7.82 0.67
H -3.73 -7.92 3.11
H -4.45 -6.35 2.69
Br -8.74 -2.02 -3.61
C -8.62 -2.57 -1.75
C -7.20 -2.88 -1.36
Br -6.64 -4.62 -2.05
H -9.30 -3.42 -1.62
H -9.00 -1.72 -1.18
H -7.10 -2.96 -0.27
H -6.48 -2.14 -1.73
Br 2.64 0.23 -11.06
C 4.42 0.80 -10.49
C 4.64 0.51 -9.02
Br 3.71 1.81 -7.90
H 4.51 1.85 -10.74
H 5.11 0.21 -11.10
H 5.69 0.61 -8.76
H 4.29 -0.48 -8.72
Br -5.96 -9.16 1.58
C -5.91 -10.84 2.58
C -6.44 -10.66 3.98
Br -5.12 -9.79 5.12
H -4.88 -11.20 2.54
H -6.55 -11.52 2.01
H -6.63 -11.63 4.45
H -7.35 -10.06 4.03
Br 8.73 0.60 5.82
C 9.43 2.34 6.36
C 8.33 3.37 6.45
Br 7.79 3.98 4.68
H 10.22 2.60 5.65
H 9.88 2.17 7.35
H 8.68 4.27 6.97
H 7.43 3.00 6.95
*
```

The total energy comes out at -1584239.947 eV. For the molar mass, the calculation gives 2219.6 g/mol. As for the orbital gap: 6.3 eV.

Here are the Mulliken charges for atoms 1 to 5, given in e:
1 O -0.4874
2 C 0.0216
3 C -0.4705
4 P 0.0381
5 C 0.7546



C7H9Cl3I2N as an isolated structure at a distorted geometry. Source: the Open Molecules 2025 dataset; level of theory: ωB97M-V/def2-TZVPD.

The geometry in ORCA input format:
```
! RIJCOSX wB97M-V def2-TZVPD def2/J DEFGRID3
* xyz 1 1
C -0.80 -0.48 4.00
C -0.07 -0.57 2.77
C 0.68 -0.55 1.32
C 1.46 -1.91 0.83
N 1.73 -1.58 -0.65
I 3.39 -0.36 -1.06
C 0.59 -0.69 -1.20
C -0.39 -0.40 0.08
I -2.25 -1.63 0.18
H -1.40 -0.04 4.93
H 1.39 0.37 1.17
H 0.82 -2.88 0.73
H 2.53 -2.16 1.23
H 1.97 -2.42 -1.25
H 0.89 0.40 -1.57
H 0.18 -1.40 -2.07
H -0.86 0.69 0.21
C -2.09 3.11 -1.93
Cl -1.57 4.55 -2.83
Cl -1.41 1.65 -2.66
Cl -1.62 3.23 -0.23
H -3.18 3.05 -1.99
*
```

The total energy comes out at -62649.455 eV. For the molar mass, the calculation gives 467.3 g/mol. As for the orbital gap: 7.1 eV.

Here are the natural (NBO) charges for atoms 1 to 5, given in e:
1 C -0.1857
2 C -0.0915
3 C -0.3147
4 C -0.2368
5 N -0.5596



C19H27ClN2Os as an isolated structure at a distorted geometry. Source: the Open Molecules 2025 dataset; level of theory: ωB97M-V/def2-TZVPD.

The geometry in ORCA input format:
```
! RIJCOSX wB97M-V def2-TZVPD def2/J DEFGRID3
* xyz 2 5
C 4.97 -0.57 -3.22
C 3.96 -1.18 -4.11
C 5.16 0.90 -3.26
C 5.40 -1.31 -2.01
Cl 1.92 -0.01 -1.17
H 6.04 1.22 -3.83
H 5.26 1.31 -2.24
H 4.28 1.40 -3.69
H 4.37 -1.64 -5.01
H 3.23 -0.43 -4.44
H 3.38 -1.95 -3.59
H 6.37 -1.81 -2.11
H 4.67 -2.07 -1.73
H 5.48 -0.63 -1.15
C -1.68 1.60 -0.49
C -0.79 2.71 -0.68
C 0.02 2.44 -1.82
H -0.75 3.62 -0.09
C -0.41 1.19 -2.37
C -1.42 0.65 -1.52
H -1.90 -0.32 -1.62
H -2.45 1.52 0.27
H 0.80 3.08 -2.20
H 0.02 0.68 -3.23
C 0.28 -0.25 1.79
C -0.44 0.98 1.89
C 0.50 2.06 1.75
H -1.50 1.04 2.08
C 1.79 1.49 1.58
C 1.66 0.07 1.69
H 2.45 -0.66 1.57
H -0.18 -1.23 1.83
H 0.27 3.12 1.80
H 2.70 2.05 1.42
Os 0.31 1.01 -0.07
C -6.21 -1.58 1.03
C -4.95 -1.36 1.75
C -4.61 -1.62 3.08
C -3.28 -1.19 3.24
N -2.81 -0.70 2.08
N -3.84 -0.83 1.20
C -2.50 -1.30 4.49
H -6.43 -2.65 0.94
H -7.04 -1.12 1.60
H -6.19 -1.14 0.03
H -5.25 -2.04 3.84
H -3.71 -0.53 0.24
H -3.12 -0.97 5.34
H -2.22 -2.35 4.69
H -1.59 -0.69 4.46
*
```

The total energy comes out at -38089.271 eV. The relative energy (zero: lowest compared OMol25 entry of this formula, charge and spin) comes out at 0.0 kcal/mol. As for the expectation value of S²: 6.040. For the molar mass, the calculation gives 509.1 g/mol. As for the orbital gap (alpha / beta): 4.1 / 4.3 eV.

Here are the natural (NBO) charges for atoms 1 to 5, given in e:
1 C 0.1034
2 C -0.6643
3 C -0.6641
4 C -0.6654
5 Cl -0.1953



A 2-piece molecular cluster, C2H2ClN overall at a distorted geometry. Source: the Open Molecules 2025 dataset; level of theory: ωB97M-V/def2-TZVPD.

The geometry in ORCA input format:
```
! RIJCOSX wB97M-V def2-TZVPD def2/J DEFGRID3
* xyz 0 1
C 1.21 1.04 0.04
C 0.27 0.28 0.09
N -0.69 -0.58 0.45
Cl -2.21 -0.10 -0.24
H 2.00 1.70 -0.25
H -0.57 -2.34 -0.09
*
```

The total energy comes out at -16112.021 eV. The relative energy (zero: lowest compared OMol25 entry of this formula, charge and spin) comes out at 139.8 kcal/mol. For the molar mass, the calculation gives 75.5 g/mol. As for the orbital gap (alpha / beta): 8.9 / 7.5 eV.

Here are the natural (NBO) charges for atoms 1 to 5, given in e:
1 C -0.1859
2 C 0.0847
3 N -0.4442
4 Cl 0.1322
5 H 0.2424



C4H5NO as an isolated structure. Source: the Open Molecules 2025 dataset; level of theory: ωB97M-V/def2-TZVPD.

The geometry in ORCA input format:
```
! RIJCOSX wB97M-V def2-TZVPD def2/J DEFGRID3
* xyz 0 1
C 1.45 0.35 0.92
C 0.21 0.26 0.09
C -0.80 -0.86 -0.20
O -0.82 -0.95 -1.64
C -1.40 0.17 -1.02
N -0.32 1.15 -0.66
H 1.74 1.39 1.02
H 2.26 -0.21 0.44
H 1.29 -0.09 1.91
H -1.20 -1.68 0.38
H -2.42 0.46 -1.23
*
```

The total energy comes out at -7763.325 eV. The relative energy (zero: lowest compared OMol25 entry of this formula, charge and spin) comes out at 73.8 kcal/mol. For the molar mass, the calculation gives 83.1 g/mol. As for the orbital gap: 10.9 eV.

Here are the natural (NBO) charges for atoms 1 to 5, given in e:
1 C -0.6764
2 C 0.2908
3 C -0.0613
4 O -0.4571
5 C 0.1782



C8H20Br2PYb as an isolated structure at a distorted geometry. Source: the Open Molecules 2025 dataset; level of theory: ωB97M-V/def2-TZVPD.

The geometry in ORCA input format:
```
! RIJCOSX wB97M-V def2-TZVPD def2/J DEFGRID3
* xyz 1 1
C 4.39 -0.25 0.70
C 3.57 0.48 -0.35
C 2.07 0.43 -0.06
C 1.27 1.59 -0.66
C 0.11 2.08 0.21
P -1.38 0.99 0.16
C -3.07 -0.21 0.23
Br -3.99 -0.01 -1.59
C -2.82 -1.68 0.52
C -2.00 -2.41 -0.54
Br -2.11 -1.88 2.27
H 5.33 -0.63 0.30
H 4.60 0.39 1.55
H 3.84 -1.10 1.09
H 3.76 0.00 -1.31
H 3.88 1.51 -0.43
H 1.67 -0.51 -0.42
H 1.92 0.43 1.02
H 1.94 2.43 -0.86
H 0.87 1.30 -1.63
H -0.19 3.08 -0.10
H 0.44 2.14 1.25
H -1.68 1.03 1.59
H -0.61 -0.23 0.39
H -1.33 0.75 -1.30
H -2.38 2.05 -0.05
H -3.76 0.20 0.97
H -3.79 -2.24 0.60
H -1.68 -3.38 -0.17
H -1.12 -1.83 -0.80
H -2.56 -2.57 -1.47
Yb -5.19 -1.95 -1.14
*
```

The total energy comes out at -189510.145 eV. For the molar mass, the calculation gives 480.1 g/mol. As for the orbital gap: 4.1 eV.

Here are the natural (NBO) charges for atoms 1 to 5, given in e:
1 C -0.6014
2 C -0.3940
3 C -0.3933
4 C -0.3985
5 C -0.7056



Q: What is the formula in the second record?
A: C7H9Cl3I2N



Q: molar mass of number 3 (C19H27ClN2Os)?
A: 509.1 g/mol



Q: molar mass of number 6 (C8H20Br2PYb)?
A: 480.1 g/mol



Q: Which of these has the lowest molar mass?
A: C2H2ClN